Entry 1:
Density functional theory data (ωB97M-V with the def2-TZVPD basis set) for a cluster of 3 separate species, C41H42N2O6P in total.

Geometry as XYZ:
```
92
Properties=species:S:1:pos:R:3:lowdin_spin:R:1
C 2.1867 -3.5870 1.1393 0.00
C 2.1582 -2.0740 1.2935 0.00
C 3.4899 -1.4277 1.5689 0.00
N 1.1058 -1.3539 1.2866 0.00
C 0.0096 -1.4237 0.3017 0.00
P 0.7751 -1.8988 -1.3354 0.00
C 1.7269 -0.3919 -1.8109 0.00
O -0.5180 -1.8784 -2.3609 0.00
C -1.0463 -2.4939 0.7181 0.00
C -2.5682 -2.1947 0.5973 0.03
C -3.2869 -2.7526 1.8303 0.01
C -3.1454 -2.9600 -0.6086 0.01
N -2.8649 -0.7571 0.3764 0.38
O -4.0941 -0.4622 0.5736 0.50
C -1.8932 0.2201 0.9322 0.03
C -1.7616 0.1564 2.4546 0.02
C -2.4030 1.6173 0.5572 0.00
C -0.5697 0.0097 0.2117 0.00
H 1.3520 -4.0514 1.6588 0.00
H 3.1113 -3.9782 1.5672 0.00
H 2.1872 -3.8697 0.0872 0.00
H 3.3835 -0.3508 1.4692 0.00
H 3.8484 -1.6539 2.5749 0.00
H 4.2080 -1.7629 0.8184 0.00
H 2.7826 -0.6542 -1.8632 0.00
H 1.6315 0.4060 -1.0746 0.00
H 1.3915 -0.0294 -2.7818 0.00
H -0.9903 -1.0311 -2.2755 0.00
H -0.8674 -3.3726 0.0901 0.00
H -0.8370 -2.8180 1.7370 0.00
H -2.9461 -3.7848 1.9468 0.00
H -3.0338 -2.2315 2.7516 0.00
H -4.3616 -2.8001 1.6776 0.00
H -2.7111 -2.6307 -1.5469 0.00
H -2.9949 -4.0271 -0.4425 0.00
H -4.2229 -2.7884 -0.6293 0.00
H -2.7356 0.3651 2.8995 0.00
H -1.0957 0.9637 2.7596 0.00
H -1.3689 -0.7928 2.8101 0.00
H -1.6254 2.3397 0.8109 0.00
H -2.5415 1.6627 -0.5246 0.00
H -3.3306 1.8613 1.0655 0.00
H 0.1647 0.6601 0.6853 0.00
H -0.6747 0.3582 -0.8210 0.00
C -4.9310 -2.5710 -7.6732 0.00
C -3.7143 -2.5125 -7.0019 0.00
C -3.6345 -1.9086 -5.7588 0.00
C -4.7716 -1.3518 -5.1860 0.00
C -5.9889 -1.3936 -5.8675 0.00
C -6.0654 -2.0130 -7.1087 0.00
C -7.2160 -0.7677 -5.2922 0.00
O -8.2738 -0.8108 -5.8835 0.00
C -7.0957 -0.0873 -3.9716 0.00
C -8.2094 0.5436 -3.4325 0.00
C -8.1199 1.1653 -2.1983 0.00
C -6.9213 1.1530 -1.4929 0.00
C -5.8051 0.5321 -2.0268 0.00
C -5.8869 -0.0816 -3.2710 0.00
C -4.6680 -0.7201 -3.8404 0.00
O -3.6197 -0.7223 -3.2286 0.00
H -4.9920 -3.0506 -8.6414 0.00
H -2.8275 -2.9413 -7.4499 0.00
H -2.6956 -1.8625 -5.2234 0.00
H -7.0160 -2.0488 -7.6228 0.00
H -9.1380 0.5417 -3.9865 0.00
H -8.9881 1.6584 -1.7807 0.00
H -6.8563 1.6299 -0.5237 0.00
H -4.8713 0.5162 -1.4830 0.00
C 6.7710 2.8757 7.3456 0.00
C 5.8823 1.8725 6.9741 0.00
C 5.6683 1.5941 5.6351 0.00
C 6.3354 2.3253 4.6599 0.00
C 7.2124 3.3457 5.0327 0.00
C 7.4342 3.6111 6.3783 0.00
C 7.9096 4.1746 4.0072 0.00
O 8.6760 5.0563 4.3301 0.00
C 7.6269 3.8877 2.5709 0.00
C 8.2215 4.6783 1.5953 0.00
C 7.9814 4.4208 0.2566 0.00
C 7.1521 3.3677 -0.1148 0.00
C 6.5537 2.5795 0.8530 0.00
C 6.7821 2.8406 2.1985 0.00
C 6.1032 1.9979 3.2245 0.00
O 5.3816 1.0786 2.8999 0.00
H 6.9424 3.0859 8.3931 0.00
H 5.3574 1.3064 7.7323 0.00
H 4.9835 0.8134 5.3338 0.00
H 8.1239 4.3967 6.6545 0.00
H 8.8670 5.4919 1.8962 0.00
H 8.4417 5.0403 -0.5017 0.00
H 6.9710 3.1651 -1.1622 0.00
H 5.9039 1.7604 0.5769 0.00
```

As for the spin multiplicity: 2. For the total energy, the calculation gives -67751.4901 eV. The value obtained for the orbital gap (alpha / beta) is 0.26226 / 0.26421 hartree. As for the net charge: 0.

=====

Entry 2:
Density functional theory data (ωB97M-V with the def2-TZVPD basis set) for a structure of composition C41H42P2PdS.

Geometry as XYZ:
```
87
Properties=species:S:1:pos:R:3:lowdin_spin:R:1
Pd 1.4683 -0.7998 1.2141 0.91
C -2.6779 0.3677 5.1981 0.01
C -2.7368 0.2314 3.8716 0.01
C -3.3701 1.2424 2.9899 0.00
C -2.3020 2.0804 2.2647 0.00
C -1.4022 2.8336 3.1980 0.00
C -1.5903 3.1067 4.5009 0.00
C -2.8553 2.9269 5.2940 0.00
C -3.1491 1.5600 5.9667 0.00
C 3.1224 -0.8575 2.2733 0.37
H -2.2578 -0.4331 5.8128 0.00
H -2.3500 -0.6622 3.3791 0.01
H -4.0168 1.8988 3.5676 0.00
H -4.0176 0.7409 2.2490 0.00
H -1.7707 1.3956 1.5686 0.00
H -2.7670 2.8241 1.5867 0.00
H -0.6186 3.3841 2.6580 0.00
H -0.7759 3.5776 5.0698 0.00
H -3.7252 3.2879 4.7263 0.00
H -2.7332 3.6271 6.1325 0.00
H -2.6487 1.5472 6.9507 0.00
H -4.2305 1.4957 6.1860 0.00
H 3.1094 -1.6955 2.9926 0.02
H 3.3641 0.0908 2.7909 0.03
H 3.8500 -1.0692 1.4574 0.06
P 0.1716 -1.7858 -2.8367 0.24
P 1.8751 0.5869 -3.2371 0.33
C -0.6688 -0.2684 -3.4086 0.01
C 0.1435 0.7747 -3.7261 0.02
C -0.4319 -2.9399 -4.1507 0.04
C -1.5727 -2.6883 -4.9297 0.01
C -1.9265 -3.5480 -5.9789 0.00
C -1.1524 -4.6787 -6.2523 0.01
C -0.0434 -4.9648 -5.4458 0.00
C 0.3216 -4.1034 -4.4102 0.01
C -0.8803 -2.2056 -1.3949 0.04
C -0.6172 -1.5468 -0.1756 0.02
C -1.5065 -1.6971 0.8727 0.02
C -2.5932 -2.5747 0.7874 0.01
C -2.8378 -3.2508 -0.4065 0.00
C -1.9843 -3.0587 -1.4963 0.02
C 2.5848 1.0372 -4.9244 0.06
C 2.3246 0.1691 -6.0044 0.03
C 2.7438 0.5072 -7.2932 0.00
C 3.4420 1.7033 -7.5078 0.04
C 3.7223 2.5590 -6.4361 0.00
C 3.3038 2.2195 -5.1438 0.03
C 2.0808 2.1527 -2.2934 0.06
C 3.2936 2.3106 -1.5934 0.02
C 3.5422 3.4793 -0.8783 0.00
C 2.5815 4.4979 -0.8469 0.02
C 1.3717 4.3384 -1.5305 0.00
C 1.1109 3.1586 -2.2328 0.02
H -1.7576 -0.2181 -3.5049 0.00
H -0.1875 1.6488 -4.3016 0.00
H -2.2009 -1.8196 -4.7323 0.00
H -2.8182 -3.3349 -6.5760 0.00
H -1.4197 -5.3401 -7.0849 0.00
H 0.5312 -5.8777 -5.6311 0.00
H 1.1936 -4.3312 -3.7913 0.00
H 0.2934 -0.8675 -0.1122 0.03
H -1.3136 -1.1950 1.8268 0.01
H -3.2325 -2.7085 1.6622 0.00
H -3.6993 -3.9169 -0.4952 0.00
H -2.1872 -3.5685 -2.4368 0.00
H 1.7739 -0.7609 -5.8344 0.00
H 2.5318 -0.1580 -8.1355 0.00
H 3.7761 1.9626 -8.5146 0.00
H 4.2678 3.4882 -6.6045 0.00
H 3.5220 2.8916 -4.3140 0.00
H 4.0407 1.5154 -1.6357 0.00
H 4.4935 3.5900 -0.3540 0.00
H 2.7769 5.4117 -0.2832 0.00
H 0.6219 5.1317 -1.5267 0.00
H 0.1583 3.0303 -2.7474 0.00
S 0.3819 -0.8224 3.2637 0.89
C 0.7478 -1.3124 4.8325 0.16
C 0.7108 -2.6231 5.3647 0.11
C 0.5022 -2.7703 6.7374 0.00
C 0.4936 -1.6518 7.5993 0.17
C 0.7129 -0.3727 7.0734 0.00
C 0.8727 -0.1900 5.7101 0.13
H 0.8156 -3.4820 4.6881 0.00
H 0.3009 -3.7548 7.1723 0.00
H 0.3033 -1.7829 8.6703 0.01
H 0.7107 0.5035 7.7247 0.00
H 0.9659 0.8005 5.2655 0.01
```

As for the spin multiplicity: 5. For the total energy, the calculation gives -76068.4239 eV. The value obtained for the orbital gap (alpha / beta) is 0.29354 / 0.16235 hartree. As for the net charge: +2.

=====

Entry 3:
Density functional theory data (ωB97M-V with the def2-TZVPD basis set) for a structure of composition C41H43AsN5O6P3PdS.

Geometry as XYZ:
```
101
Properties=species:S:1:pos:R:3:lowdin_charge:R:1
Pd 0.3450 -0.5707 -2.8548 0.65
S 2.5011 -0.4316 -3.4734 0.66
C 2.6629 1.2976 -3.2298 -0.78
N 3.7759 1.8879 -3.4976 0.04
N 3.9397 3.2045 -3.2590 0.00
C 3.4735 3.9424 -2.1471 -0.26
C 3.1668 3.3384 -0.9313 -0.04
C 2.7325 4.1052 0.1340 -0.07
C 2.6198 5.4862 0.0132 -0.10
C 2.9569 6.0899 -1.1882 -0.09
C 3.3752 5.3233 -2.2681 -0.04
N 1.5750 2.0485 -2.7990 0.05
N 0.5043 1.4373 -2.6306 -0.06
C -0.5786 2.2969 -2.2255 -0.21
C -0.4693 3.6798 -2.3569 -0.01
C -1.5062 4.4830 -1.9209 -0.07
C -2.6428 3.9181 -1.3525 -0.08
C -2.7406 2.5418 -1.2304 -0.07
C -1.7094 1.7239 -1.6692 -0.04
H 4.7949 3.5378 -3.6693 0.14
H 3.2592 2.2666 -0.8198 0.09
H 2.4829 3.6168 1.0678 0.09
H 2.2746 6.0815 0.8482 0.10
H 2.8793 7.1641 -1.2986 0.10
H 3.6075 5.7918 -3.2171 0.11
H 0.4209 4.1105 -2.7919 0.11
H -1.4276 5.5570 -2.0255 0.11
H -3.4512 4.5530 -1.0136 0.10
H -3.6263 2.0948 -0.7971 0.11
H -1.7899 0.6497 -1.5952 0.05
N -1.7634 -2.3046 -6.3160 0.15
C -1.7791 -2.7121 -4.8493 -0.47
C -2.6992 -3.8989 -4.6034 -0.08
P -2.3510 -1.1559 -3.9909 0.29
O -3.9640 -1.2679 -4.0890 -0.14
O -1.9223 -0.0719 -4.9166 -0.31
O -1.9458 -1.1960 -2.5454 -0.38
P 0.0266 -3.1087 -4.5095 0.35
O 0.0655 -4.7070 -4.3602 -0.12
O 0.7090 -2.6957 -5.7610 -0.29
O 0.4182 -2.5947 -3.1369 -0.45
H -1.9440 -1.2819 -6.3326 0.12
H -2.4168 -2.8279 -6.8900 0.16
H -0.7627 -2.4364 -6.6088 0.11
H -3.7259 -3.6614 -4.8850 0.08
H -2.6866 -4.1350 -3.5373 0.08
H -2.3633 -4.7872 -5.1390 0.08
H -4.3460 -1.6068 -3.2708 0.08
H 0.0923 -4.9640 -3.4276 0.06
C -0.9827 -0.4076 1.1584 -0.42
C -1.3103 -0.9739 2.5404 -0.41
As 0.0946 -0.7398 3.9115 1.32
C -1.0744 -0.8362 5.4837 -0.40
C -0.6912 -1.7193 6.4889 -0.14
C -1.4541 -1.8628 7.6416 -0.09
C -2.6116 -1.1175 7.8012 -0.09
C -3.0025 -0.2300 6.8063 -0.09
C -2.2390 -0.0927 5.6569 -0.11
C 0.3194 1.2019 3.7793 -0.39
C -0.6794 2.0896 3.3842 -0.12
C -0.4400 3.4555 3.3469 -0.08
C 0.8058 3.9530 3.7072 -0.10
C 1.8145 3.0787 4.0835 -0.10
C 1.5723 1.7107 4.1113 -0.13
P 0.1275 -1.2773 -0.0313 1.06
C -0.4932 -2.9868 -0.1040 -0.37
C 0.3638 -4.0208 -0.4854 -0.12
C -0.1281 -5.2913 -0.7470 -0.10
C -1.4902 -5.5484 -0.6486 -0.10
C -2.3531 -4.5243 -0.2850 -0.09
C -1.8584 -3.2548 -0.0193 -0.10
C 1.7277 -1.3934 0.8375 -0.38
C 2.1251 -2.4170 1.6949 -0.14
C 3.3678 -2.3762 2.3080 -0.09
C 4.2225 -1.3045 2.0859 -0.09
C 3.8408 -0.2807 1.2303 -0.08
C 2.6078 -0.3395 0.5979 -0.11
H -0.5402 0.5905 1.2437 0.06
H -1.9109 -0.2496 0.5997 0.06
H -1.5075 -2.0467 2.4987 0.06
H -2.2246 -0.5048 2.9112 0.05
H 0.2144 -2.3031 6.3691 0.08
H -1.1421 -2.5556 8.4128 0.10
H -3.2083 -1.2241 8.6980 0.10
H -3.9035 0.3582 6.9280 0.10
H -2.5580 0.6117 4.8983 0.08
H -1.6540 1.7202 3.0870 0.09
H -1.2255 4.1324 3.0352 0.10
H 0.9912 5.0196 3.6844 0.10
H 2.7926 3.4594 4.3503 0.10
H 2.3672 1.0293 4.3933 0.09
H 1.4231 -3.8256 -0.5983 0.11
H 0.5564 -6.0854 -1.0226 0.11
H -1.8742 -6.5410 -0.8473 0.10
H -3.4166 -4.7134 -0.2057 0.10
H -2.5508 -2.4614 0.2338 0.10
H 1.4579 -3.2467 1.8919 0.10
H 3.6638 -3.1767 2.9742 0.10
H 5.1900 -1.2738 2.5709 0.10
H 4.5097 0.5490 1.0368 0.10
H 2.3208 0.4304 -0.1098 0.07
```

For the total energy, the calculation gives -165975.1847 eV. The value obtained for the orbital gap is 0.22307 hartree. As for the net charge: 0. As for the energy above the lowest of the compared OMol25 structures with the same formula, charge and spin: 0.9446 eV.